# 1
This record from the Open Molecules 2025 dataset describes a 2-piece molecular cluster, C23H23F3N3O5S overall at a distorted geometry. The level of theory is ωB97M-V/def2-TZVPD.

Properties
energy above the lowest of the compared OMol25 structures with the same formula, charge and spin: 13.8 kJ/mol
Kohn-Sham gap: 0.2212 Ha
highest occupied orbital energy: -3.66 eV
net charge: -1

Each line ends with the Mulliken charge.
CARTESIAN COORDINATES (ANGSTROEM)
F  -4.9554  0.7732  2.6024  -0.239
H  -2.6381  1.4723  -1.9325  0.382
O  -2.0126  2.5051  1.1246  -0.530
H  1.7590  -5.1207  -2.2949  0.326
C  1.5110  1.0753  1.9226  0.927
C  0.5933  -1.1026  -0.5432  0.080
C  2.0184  0.8143  4.3236  -1.122
H  -0.1941  4.9104  4.0414  0.398
O  0.7348  3.0560  4.8065  -0.688
H  -2.5383  0.5621  -4.2298  0.353
H  -2.5436  -0.7422  1.2446  0.540
C  -0.2111  4.8530  2.9560  -1.168
H  2.4393  1.2621  -2.1565  0.448
C  -2.7977  -1.5032  -3.6078  -0.477
C  1.0950  -2.2402  -1.1401  -0.470
C  0.8210  1.8890  0.8860  0.988
C  1.0558  0.1733  -0.9022  -0.167
H  1.2163  -3.9771  -3.5629  0.307
C  -2.6378  -0.1241  -3.3849  -0.750
H  -2.7904  -1.8866  -4.6332  0.351
C  -3.7300  1.3280  2.6395  0.535
H  -1.2437  4.8573  2.5847  0.288
H  4.7654  -4.0980  -2.8000  0.287
C  -3.0267  -2.3511  -2.5227  -0.477
O  -4.1862  1.9259  0.0379  -0.688
N  2.8596  -3.2950  -2.4610  0.170
H  2.7312  -4.8973  -3.7927  0.326
C  0.8514  2.7703  3.6123  0.816
F  -3.8040  2.5422  3.2292  -0.227
H  4.6908  -2.8073  -1.5566  0.326
C  0.5820  3.3148  1.2275  -0.119
O  0.4913  4.1928  0.3749  -0.666
C  2.0985  0.2689  -1.8534  -0.710
F  -2.9191  0.5432  3.3976  -0.225
H  2.3847  -0.1383  3.9303  0.373
H  0.7013  -3.2256  -0.8609  0.265
H  3.5949  -0.8118  -2.9976  0.431
H  2.8365  1.3814  4.7897  0.294
C  0.4420  1.3649  -0.3088  -1.005
C  -2.5199  -0.0387  0.3989  -1.000
C  4.1731  -3.6831  -1.9685  -0.978
H  1.2383  0.6636  5.0800  0.317
H  -3.2507  -3.4013  -2.6939  0.366
H  4.0963  -4.4547  -1.1739  0.271
O  2.0514  -0.0139  1.7154  -0.673
H  -0.1737  1.9817  -0.9668  0.494
N  1.4726  1.5836  3.2229  -0.001
C  -2.6611  0.3917  -2.0837  -0.366
H  0.3345  5.6875  2.5085  0.312
H  -0.1991  -1.1599  0.2033  0.582
C  -2.7402  -0.4766  -0.9493  0.995
H  -3.2370  -2.4851  -0.3709  0.344
N  0.4112  3.6013  2.5917  0.104
C  2.0982  -4.3855  -3.0500  -1.054
C  2.7258  -0.8667  -2.3309  -0.403
S  -3.0718  1.5389  0.8854  0.712
C  2.2203  -2.1468  -1.9900  0.085
C  -3.0133  -1.8509  -1.2178  -0.590


# 2
This record from the Open Molecules 2025 dataset describes C23H23FO2S4SbTc as an isolated structure. The level of theory is ωB97M-V/def2-TZVPD.

Properties
energy above the lowest of the compared OMol25 structures with the same formula, charge and spin: 0.0 kJ/mol
Kohn-Sham gap (spin up / spin down): 0.2193 / 0.2194 Ha
highest occupied orbital energy (spin up / spin down): -7.44 / -7.44 eV

Each line ends with the Mulliken charge.
CARTESIAN COORDINATES (ANGSTROEM)
C  -4.6196  -2.6146  1.2333  0.293
C  -3.4910  -2.7212  2.0169  -0.812
H  -3.4919  2.8371  -0.5509  0.399
S  1.3889  -2.4458  -3.4701  -0.556
H  1.4200  -1.1816  4.4820  0.529
H  3.1512  0.4059  3.8418  0.471
C  0.6495  1.7339  1.0414  -0.474
S  2.2343  -1.3968  -0.1562  0.075
C  4.2976  -2.1240  1.4030  -0.733
H  -2.1054  3.3100  -1.5441  0.382
C  -2.4474  -0.9564  0.7045  1.015
S  0.2349  -1.8207  0.1181  -0.321
C  2.4486  -3.6627  1.4721  -0.777
H  2.8320  1.8032  2.8189  0.401
C  -1.2233  1.1225  2.3978  -0.554
H  -1.6674  0.6079  3.2390  0.551
H  -3.6959  -0.1587  -0.8593  0.409
C  3.0108  -2.4843  0.9978  0.594
H  -1.5180  -1.9917  2.3447  0.236
C  0.1560  1.1552  2.2481  0.933
C  -0.2032  2.4829  0.1797  -1.528
H  -5.6097  -1.6547  -0.3972  0.449
C  -4.7072  -1.7064  0.1972  -0.712
H  2.8280  0.1726  2.1238  0.216
C  5.0015  -2.9243  2.2796  -0.836
O  6.4270  -4.7367  3.8934  -0.549
Sb  -0.5501  -2.2250  -2.4169  0.388
C  0.7569  -0.8431  3.6849  -1.196
H  -3.1572  1.6166  1.5475  0.507
H  3.6438  -5.7582  4.3399  0.284
C  2.5572  0.7627  3.0003  -1.732
S  -0.7607  0.2713  -2.0284  -0.440
C  -2.0876  1.7143  1.4216  -1.422
H  -2.6025  4.3165  -0.1770  0.338
F  -5.6724  -3.4202  1.4862  -0.347
H  0.9088  -1.4914  2.8190  0.116
C  3.1534  -4.4496  2.3680  -0.758
O  4.5945  -5.8163  4.4896  -0.475
C  -2.5008  3.2882  -0.5294  -1.737
H  1.7074  1.6976  0.8291  0.527
H  4.7412  -1.2079  1.0312  0.442
Tc  -0.8345  0.3322  0.1790  0.247
H  1.4646  -3.9677  1.1436  0.470
H  0.8661  1.2266  4.2083  0.289
H  6.0001  -2.6567  2.5971  0.439
H  2.6930  -5.3764  2.6935  0.287
C  4.4294  -4.0880  2.7894  0.835
C  1.0756  0.6090  3.3272  0.982
H  -0.2688  -0.9676  4.0338  0.360
H  0.2204  2.9694  -0.6900  0.457
C  -2.4105  -1.8909  1.7395  0.300
C  -3.6223  -0.8765  -0.0514  -0.967
H  -3.4609  -3.4447  2.8208  0.490
C  -1.5900  2.5232  0.3789  1.625
C  5.2467  -4.8877  3.7530  0.592


# 3
This record from the Open Molecules 2025 dataset describes C23H23MnN8S3 as an isolated structure. The level of theory is ωB97M-V/def2-TZVPD.

Properties
2S+1: 4
Kohn-Sham gap (spin up / spin down): 0.2374 / 0.2066 Ha
highest occupied orbital energy (spin up / spin down): -16.23 / -16.20 eV
expectation value of S²: 3.85
net charge: +3

Each line ends with the Mulliken charge.
CARTESIAN COORDINATES (ANGSTROEM)
C  2.8874  0.9426  -1.6089  0.616
N  1.7923  0.0636  -1.7986  1.239
C  3.8605  1.0859  -2.6010  -0.498
H  -2.0889  0.3818  -3.5558  0.444
H  0.2364  3.6081  0.1317  0.445
C  1.5628  -1.3284  3.9442  -0.744
C  5.0033  2.6551  -1.1820  -0.436
H  5.8355  3.3260  -1.0164  0.445
C  -3.0767  -4.5394  6.0848  0.096
H  -2.6579  2.3919  -4.9087  0.428
N  -0.4199  1.6478  0.4483  0.707
H  -2.2393  -6.4755  4.5819  0.307
C  -0.4140  -3.4873  -3.6755  -0.367
N  -0.0852  1.6120  1.7615  -1.255
H  3.7735  0.5398  -3.5295  0.478
N  -0.2618  -1.3498  -1.9292  0.522
C  -2.1795  -5.5677  3.9898  -0.755
H  -0.6037  4.8023  -1.9915  0.471
S  -2.3503  -2.5341  2.8929  -0.034
Mn  0.0462  0.3022  -0.8766  -0.793
N  -2.6454  -4.4492  4.8151  0.180
H  2.2450  1.4853  0.3824  0.388
N  -1.1603  1.4679  -2.0683  -0.142
H  -3.8538  -2.9399  7.4388  0.437
C  2.9669  1.6499  -0.4077  0.082
C  -2.1017  2.5003  -3.9884  -0.901
C  0.3415  0.4357  2.1176  0.760
H  -1.8549  4.6236  -4.1640  0.472
C  -3.4544  -3.2702  6.4942  -0.421
H  -0.4798  -4.3237  -4.3583  0.447
H  -3.1032  -5.4685  6.6301  0.435
H  -1.1513  -5.3896  3.6867  0.326
H  1.5929  -2.8978  -4.2625  0.581
H  -2.1690  -1.8188  -1.3042  0.526
C  4.9151  1.9479  -2.3785  -0.697
H  2.6058  -1.1613  4.2001  0.330
C  -0.7928  2.6960  -1.6326  1.047
S  0.5125  -0.8746  0.9392  -0.199
H  -2.3825  -3.7641  -2.8441  0.481
C  -0.9661  3.8520  -2.3586  -0.908
H  -3.4342  -1.4627  5.4169  0.236
H  5.6736  2.0737  -3.1386  0.422
C  -0.2391  2.7138  -0.2626  -0.171
C  -1.6589  3.7435  -3.5659  -0.239
C  0.7653  -1.6513  -2.7466  0.187
N  1.9014  -0.8416  -2.6470  -0.909
C  -1.4735  -3.1798  -2.8348  -0.759
H  -2.8153  -5.6550  3.1130  0.339
H  1.5010  -1.9041  3.0264  0.325
C  0.7349  -2.7074  -3.6330  -0.525
S  0.7453  0.2793  3.7884  -0.010
H  1.0756  -1.8722  4.7495  0.302
C  -2.7323  -3.1472  4.3803  -0.173
C  -1.8060  1.3741  -3.2282  0.118
N  -3.2337  -2.4536  5.4533  0.051
C  -1.3648  -2.0983  -1.9734  -0.294
C  4.0339  2.5032  -0.1970  -0.888
H  4.1204  3.0400  0.7376  0.450


# 4
This record from the Open Molecules 2025 dataset describes one molecule with the formula C23H23N3O3 at a distorted geometry. The level of theory is ωB97M-V/def2-TZVPD.

Properties
energy above the lowest of the compared OMol25 structures with the same formula, charge and spin: 136.6 kJ/mol
Kohn-Sham gap: 0.2953 Ha
SMILES: Cc1ccccc1C(=O)Nc1ccc(N2CCN(C(=O)c3ccco3)CC2)cc1
highest occupied orbital energy: -7.44 eV

Each line ends with the Mulliken charge.
CARTESIAN COORDINATES (ANGSTROEM)
C  7.3051  -1.3543  0.7797  -0.488
H  0.3869  2.1513  -1.3629  0.408
C  8.6199  -1.2828  -0.9997  -0.518
C  -6.8371  -0.9829  -0.2933  0.735
H  -7.3080  -2.9988  -0.8327  0.413
C  7.0484  -0.2257  0.0495  0.174
C  -1.4933  1.3561  -0.7930  -0.757
H  3.0525  1.8103  -1.3237  0.252
C  2.7849  -0.5930  0.4785  -0.993
O  -4.1825  -1.4240  1.1086  -0.633
H  4.7792  -1.3814  0.2946  0.535
H  4.1788  -0.5642  -1.1604  0.169
H  -9.5519  1.0467  -0.3978  0.383
C  -5.9001  -0.0527  0.1679  0.296
H  0.4374  -1.2608  1.2360  0.383
C  -2.1897  0.3778  -0.0881  0.719
C  0.6251  0.4587  -0.0496  0.558
C  -0.1156  1.3949  -0.7812  -0.774
H  6.8383  -1.6458  1.6990  0.550
H  4.4912  2.7370  0.4790  0.486
H  -3.9779  1.1477  -0.6916  0.243
H  -5.9300  -2.8258  0.2715  0.323
H  -8.8751  -1.2682  -0.8595  0.349
C  -4.4827  -0.4561  0.4393  0.650
H  2.0705  2.5822  -0.0595  0.673
O  6.6437  2.0503  0.5488  -0.668
H  -5.7436  -2.4249  -1.4274  0.298
C  -6.4383  -2.3945  -0.5878  -1.430
N  4.8425  0.7064  0.3720  0.245
H  9.3191  -1.4147  -1.8013  0.477
C  -6.2903  1.2570  0.4296  -0.438
C  2.7229  1.7330  -0.2773  -0.772
C  -8.5276  0.7440  -0.2373  -0.582
H  8.7846  -2.9705  0.3737  0.427
H  2.8156  -0.5834  1.5795  0.347
H  3.6158  1.7780  1.6877  0.249
N  -3.5892  0.3977  -0.1358  -0.192
H  -7.8922  2.6739  0.4450  0.400
N  2.0028  0.4969  -0.0546  0.298
O  7.8563  -0.1821  -1.0268  -0.330
C  8.3305  -2.0433  0.0908  -0.398
C  -0.0855  -0.5229  0.6495  -0.569
C  6.1730  0.9503  0.3321  0.659
C  -8.1443  -0.5600  -0.4962  -0.707
H  -2.0390  2.0936  -1.3664  0.302
H  -1.9870  -1.3311  1.1794  0.512
H  2.3389  -1.5380  0.1567  0.688
C  4.2101  -0.5225  -0.0631  -1.000
H  -5.5680  1.9626  0.8174  0.529
C  -7.5993  1.6566  0.2320  -0.732
C  3.9383  1.8086  0.6402  -1.139
C  -1.4645  -0.5672  0.6291  -0.611


# 5
This record from the Open Molecules 2025 dataset describes one molecule with the formula C23H23N3O6 at a distorted geometry. The level of theory is ωB97M-V/def2-TZVPD.

Properties
energy above the lowest of the compared OMol25 structures with the same formula, charge and spin: 70.2 kJ/mol
Kohn-Sham gap: 0.2690 Ha
SMILES: CCOC(=O)C1=C(O)/C(=C/c2ccc(CNC(=O)C(=O)Nc3ccc(C)cc3)o2)N=C1C
highest occupied orbital energy: -7.97 eV

Each line ends with the Mulliken charge.
CARTESIAN COORDINATES (ANGSTROEM)
C  -6.6109  1.7954  -5.6443  0.743
H  4.7428  3.5046  6.3640  0.291
H  -1.2115  -3.6251  -0.0008  0.243
C  -2.5890  -1.1488  -1.4304  0.422
C  2.5852  -2.0491  -0.2879  0.607
C  2.9316  -0.3274  3.5953  0.459
H  2.2738  -0.5386  5.5931  0.282
O  4.6608  0.9063  5.7332  -0.331
C  5.4927  1.5147  6.7176  -0.263
C  3.7061  -1.5674  0.4341  -0.456
C  1.1826  -2.9136  -1.7954  -0.284
C  -4.9287  0.6382  -3.7357  0.816
C  -5.6717  1.7748  -3.4234  -0.577
C  3.6759  -1.0382  1.6845  0.386
C  -5.0306  0.0824  -5.0059  -0.474
H  -5.9368  0.2224  -6.9268  0.272
C  1.9869  -0.0072  4.6870  -1.129
H  0.9802  -0.2898  4.3939  0.316
C  5.7015  2.9955  6.4325  -1.106
C  5.2502  0.5110  4.6006  0.980
C  -7.5144  2.4268  -6.6586  -1.380
C  -3.2947  -0.9716  -2.7829  0.696
C  0.5005  -2.5314  -0.6642  0.344
O  -2.7812  -0.3828  -0.5031  -0.734
H  -1.1559  -1.9161  0.5062  0.390
H  -7.0724  3.2232  -4.1174  0.385
H  2.0246  1.0581  4.9090  0.280
H  -1.7436  -2.7358  -2.2980  0.256
O  6.0857  -0.5129  1.9719  -0.657
H  -5.5941  2.2085  -2.4364  0.364
O  -3.0877  -1.7406  -3.7059  -0.732
H  -7.5050  1.8679  -7.5906  0.341
H  -8.5370  2.4650  -6.2853  0.329
H  -7.1980  3.4491  -6.8634  0.321
H  6.2359  3.1208  5.4939  0.304
H  6.6291  -0.1045  2.6891  0.388
H  4.9673  1.3661  7.6635  0.326
H  -4.0920  0.5765  -1.8471  0.165
C  -6.5004  2.3418  -4.3690  -0.694
N  2.5556  -0.8792  2.4807  -0.600
H  -4.4578  -0.7965  -5.2509  0.456
H  6.4569  0.9955  6.7406  0.305
O  6.4530  0.6196  4.3877  -0.789
H  3.3573  -2.7588  -2.2189  0.499
N  -1.7917  -2.2216  -1.4262  -0.066
C  2.5297  -2.6023  -1.5576  -1.036
C  -0.9531  -2.6061  -0.3180  -0.969
H  4.6612  -1.6283  -0.0675  0.462
C  4.3647  -0.0746  3.6246  -0.007
N  -4.1032  0.0985  -2.7474  -0.050
H  6.2858  3.4420  7.2320  0.388
H  0.7699  -3.3569  -2.6788  0.449
C  4.8395  -0.5291  2.4105  0.108
O  1.3399  -2.0128  0.2351  -0.261
C  -5.8657  0.6628  -5.9429  -0.774